## 1
Formula: C6H17N3
Source: the OMol25 dataset
Level of theory: ωB97M-V with the def2-TZVPD basis set

Atoms and positions in Å:
C -0.698 0.886 1.708
C 1.657 0.366 2.141
C -1.653 1.668 0.826
N 0.731 1.083 1.280
H 0.974 1.005 0.293
H -0.790 1.240 2.741
H -0.965 -0.175 1.707
H 1.622 0.756 3.163
H 2.681 0.480 1.775
H 1.418 -0.702 2.187
H -1.396 2.732 0.803
H -2.675 1.584 1.213
H -1.651 1.292 -0.201
C -1.581 -1.745 -1.493
C 0.696 -0.589 -1.359
N 2.040 -0.757 -1.134
N 0.383 0.444 -2.205
C -0.173 -1.576 -1.020
H 2.310 -1.731 -1.042
H 2.600 -0.287 -1.841
H -0.605 0.547 -2.404
H 0.732 1.326 -1.842
H 0.216 -2.435 -0.477
H -2.011 -0.840 -1.929
H -1.644 -2.542 -2.242
H -2.216 -2.027 -0.647

Summary:
gap between HOMO and LUMO: 0.31374 hartree
SMILES string: CC=C(N)N.CCNC
lowest unoccupied orbital energy: 1.00 eV
spin multiplicity: 1

=====

## 2
Formula: C6H17N3
Source: the OMol25 dataset
Level of theory: ωB97M-V with the def2-TZVPD basis set

Atoms and positions in Å:
C 0.097 -0.173 0.803
C 0.451 0.017 -0.707
C -0.938 1.268 1.202
C -0.476 -1.549 1.107
C 1.759 -0.703 -1.082
C -0.647 -0.493 -1.656
N 1.244 0.023 1.681
N 0.646 1.468 -0.860
N -2.273 1.225 0.752
H 1.950 -0.699 1.566
H 1.682 0.923 1.521
H -0.121 1.957 -1.310
H 1.478 1.697 -1.394
H -2.414 1.551 -0.194
H -2.684 0.308 0.874
H -0.511 2.259 1.071
H -0.889 1.102 2.274
H -0.628 -1.635 2.182
H -1.435 -1.715 0.620
H 0.204 -2.352 0.796
H -0.704 -1.579 -1.632
H 1.705 -1.759 -0.819
H 1.945 -0.614 -2.153
H 2.607 -0.250 -0.572
H -1.627 -0.102 -1.393
H -0.423 -0.177 -2.677

Summary:
gap between HOMO and LUMO: 0.32735 hartree
SMILES string: CC(C)(N)[C@@](C)(N)CN
lowest unoccupied orbital energy: 0.83 eV
spin multiplicity: 1

=====

Which structure wins on stability? 2 wins.

=====

## 1
Formula: C26H33N3O4
Source: the OMol25 dataset
Level of theory: ωB97M-V with the def2-TZVPD basis set

Atoms and positions in Å:
O -1.796 -0.069 -6.516
O 0.461 -4.033 2.900
O -2.521 3.396 -6.238
O 1.415 -4.087 4.952
C -1.935 -0.428 -5.357
C 1.064 -3.470 3.801
C -2.969 2.506 -5.525
C -0.698 -0.740 2.995
C 0.273 -1.134 3.887
C 1.837 0.956 -1.162
C -0.240 -0.250 7.585
C -1.472 0.402 7.422
C 1.635 0.155 -2.298
C 1.237 2.223 -1.074
C 0.424 -0.792 6.475
C -2.043 0.519 6.147
C 0.835 0.628 -3.352
C 0.424 2.689 -2.122
C -0.150 -0.670 5.205
C -1.370 -0.020 5.049
C 0.217 1.891 -3.263
N -1.687 -0.061 3.701
N -4.228 2.104 -5.743
N -2.115 0.406 -4.333
C -1.908 -1.900 -5.017
C -5.022 1.127 -5.000
C 5.182 0.278 1.003
C 1.488 -2.006 3.623
C 4.240 -0.915 1.153
C 2.155 -1.816 2.237
C 3.147 -0.642 2.200
C -0.649 2.394 -4.405
C -2.102 1.880 -4.398
H 1.046 -4.980 4.878
H -0.712 -0.966 1.932
H 2.462 0.607 -0.358
H 0.198 -0.341 8.574
H -1.985 0.817 8.284
H 2.113 -0.812 -2.372
H 1.402 2.839 -0.201
H 1.371 -1.308 6.600
H -2.995 1.023 6.017
H 0.708 0.027 -4.241
H -0.033 3.666 -2.054
H -2.542 0.318 3.299
H -4.663 2.554 -6.534
H -2.178 -0.008 -3.418
H -1.046 -2.109 -4.388
H -1.829 -2.473 -5.940
H -2.825 -2.172 -4.498
H -6.082 1.293 -5.200
H -4.761 0.118 -5.327
H -4.847 1.224 -3.927
H 4.630 1.166 0.680
H 5.952 0.057 0.257
H 5.674 0.499 1.954
H 2.238 -1.796 4.388
H 4.824 -1.790 1.456
H 3.785 -1.142 0.185
H 2.709 -2.733 2.009
H 1.404 -1.698 1.450
H 2.611 0.285 1.976
H 3.629 -0.518 3.175
H -0.180 2.109 -5.349
H -0.663 3.484 -4.372
H -2.546 2.236 -3.470

Summary:
gap between HOMO and LUMO: 0.30524 hartree
SMILES string: CCCC[C@H](C(=O)O)c1c[nH]c2ccccc12.CNC(=O)[C@H](Cc1ccccc1)NC(C)=O
lowest unoccupied orbital energy: 0.26 eV
spin multiplicity: 1

=====

## 2
Formula: C26H33N3O4
Source: the OMol25 dataset
Level of theory: ωB97M-V with the def2-TZVPD basis set

Atoms and positions in Å:
O 3.844 2.489 1.439
C 2.955 1.968 0.797
N 3.190 1.058 -0.171
H 2.420 0.631 -0.659
C 4.517 0.578 -0.505
C 4.677 -0.876 -0.113
C 4.159 -1.298 1.107
C 4.286 -2.610 1.520
C 4.944 -3.521 0.711
C 5.472 -3.105 -0.496
C 5.350 -1.787 -0.922
C 5.934 -1.387 -2.249
C 6.112 0.122 -2.365
C 4.809 0.812 -1.987
H 3.992 0.402 -2.587
H 4.865 1.885 -2.179
H 6.906 0.454 -1.693
H 6.399 0.386 -3.384
H 5.264 -1.734 -3.043
H 6.891 -1.894 -2.392
H 5.995 -3.812 -1.125
H 5.051 -4.549 1.024
H 3.879 -2.920 2.471
H 3.661 -0.579 1.741
H 5.202 1.182 0.106
C 1.485 2.305 1.022
C 0.667 1.079 1.435
C -0.774 1.486 1.733
C -1.419 2.164 0.522
C -0.582 3.369 0.088
C 0.857 2.959 -0.211
H 0.865 2.263 -1.054
H 1.439 3.837 -0.498
H -0.588 4.116 0.885
H -1.029 3.819 -0.799
C -2.855 2.617 0.828
N -3.771 1.513 1.000
C -4.489 1.042 -0.033
C -5.329 -0.051 -0.276
N -5.759 -1.130 0.408
C -5.027 -1.688 1.525
H -4.463 -0.912 2.041
H -5.750 -2.128 2.220
C -4.089 -2.791 1.009
O -4.817 -3.787 0.335
C -5.536 -3.255 -0.760
H -6.078 -4.091 -1.201
C -6.501 -2.152 -0.310
H -6.995 -1.706 -1.172
H -7.248 -2.571 0.371
H -4.837 -2.842 -1.504
H -3.579 -3.290 1.834
H -3.342 -2.343 0.334
C -5.679 0.447 -1.618
O -6.418 0.067 -2.498
C -4.735 1.603 -1.372
O -4.306 2.552 -1.989
H -3.661 0.955 1.834
H -2.867 3.223 1.739
H -3.224 3.221 -0.002
H -1.461 1.450 -0.309
H -0.785 2.177 2.579
H -1.343 0.596 2.017
H 1.111 0.620 2.321
H 0.670 0.334 0.635
H 1.468 3.028 1.844

Summary:
gap between HOMO and LUMO: 0.30069 hartree
SMILES string: O=c1c(NC[C@H]2CC[C@H](C(=O)N[C@@H]3CCCc4ccccc43)CC2)c(N2CCOCC2)c1=O
lowest unoccupied orbital energy: 0.26 eV
spin multiplicity: 1

=====

Which structure wins on stability? 1 wins.